# 1
Computed, not measured: a 2-piece molecular cluster, C3H10NS overall at a distorted geometry, with ωB97M-V/def2-TZVPD.

Gap between HOMO and LUMO ... 8.0 eV
E_HOMO ... -12.865 eV
Spin multiplicity ... 1
E_tot ... -572.96123 Ha
Charge ... +1
F_max ... 1.414 eV Å⁻¹

```
15
Properties=species:S:1:pos:R:3:forces:R:3:mulliken_charge:R:1
C -1.782 1.427 0.596 -1.23 0.63 0.14 -0.767
C -0.241 0.085 -0.699 0.37 -0.72 -1.16 -0.472
C 0.317 0.775 1.506 0.26 0.00 0.02 0.025
N -0.503 0.771 0.536 0.47 0.06 0.69 0.130
S 2.319 -2.499 -1.395 -0.10 0.15 0.02 -0.330
H -1.895 2.009 1.509 0.14 -0.09 -0.05 0.275
H -1.902 2.085 -0.267 0.15 -0.07 0.07 0.327
H -2.578 0.680 0.553 0.15 -0.03 0.00 0.350
H 0.754 -0.355 -0.715 -0.07 0.09 0.15 -0.097
H -0.976 -0.710 -0.840 -0.02 0.07 0.12 0.385
H -0.339 0.774 -1.539 0.00 0.08 0.15 0.338
H 0.095 1.300 2.425 -0.22 0.08 0.00 0.233
H 1.264 0.261 1.421 -0.01 -0.09 -0.14 0.251
H 1.877 -3.750 -1.518 -0.07 -0.15 0.00 0.167
H 3.590 -2.853 -1.574 0.18 -0.01 -0.01 0.186
```
Positions in Å, forces in eV/Å.

***

# 2
Computed, not measured: a 2-piece molecular cluster, C3H5NO3 overall at a distorted geometry, with ωB97M-V/def2-TZVPD.

Gap between HOMO and LUMO (alpha / beta) ... 9.2 / 9.2 eV
E_HOMO (alpha / beta) ... -9.196 / -9.196 eV
Spin multiplicity ... 1
E_tot ... -397.53538 Ha
Structure (SMILES) ... C=C=[N+]([O-])O.C=O
F_max ... 5.203 eV Å⁻¹

```
12
Properties=species:S:1:pos:R:3:forces:R:3:mulliken_charge:R:1
C -1.262 0.135 -0.990 0.91 -1.42 -1.35 -0.845
C -0.459 -0.623 -0.311 0.03 -0.09 0.06 0.426
N 0.267 -1.498 0.212 0.20 -3.07 0.64 0.609
O -0.051 -2.428 1.022 -0.30 0.89 -0.66 -0.661
O 1.592 -1.537 -0.199 1.99 0.01 -0.78 -0.426
H -1.385 -0.154 -2.068 -0.67 0.45 1.21 0.218
H -1.572 1.035 -0.540 -0.63 1.01 -0.21 0.357
H 1.956 -2.486 -0.327 -1.88 1.79 0.80 0.359
C 0.264 1.840 0.798 -4.71 1.61 -1.53 -0.253
O 1.368 1.868 1.125 3.88 -0.26 1.08 -0.341
H -0.130 2.358 -0.164 0.75 -0.61 0.85 0.211
H -0.588 1.490 1.443 0.43 -0.30 -0.10 0.345
```
Positions in Å, forces in eV/Å.

***

# 3
Computed, not measured: a 2-piece molecular cluster, C5H13N3 overall at a distorted geometry, with ωB97M-V/def2-TZVPD.

Gap between HOMO and LUMO ... 6.1 eV
E_HOMO ... -7.479 eV
Spin multiplicity ... 1
E_tot ... -362.33324 Ha
F_max ... 5.102 eV Å⁻¹

```
21
Properties=species:S:1:pos:R:3:forces:R:3:mulliken_charge:R:1
C -1.573 -1.144 0.235 -1.56 -1.31 0.09 -1.385
C -0.770 0.126 0.600 1.66 -0.34 -0.67 0.782
C 0.690 0.004 1.144 -0.68 -1.03 0.72 -0.693
C 1.803 -0.154 0.189 1.64 3.23 -0.26 -0.252
N 2.408 2.898 -1.595 -3.58 -1.92 -2.49 -0.481
C 1.694 2.055 -0.685 -0.37 2.29 2.34 -0.138
N 2.327 0.962 -0.398 1.08 -4.91 -0.87 -0.462
N -1.396 0.995 1.539 -1.05 3.04 1.03 -0.795
H -1.255 -2.060 -0.349 1.14 1.39 0.71 0.335
H -2.094 -1.617 1.097 0.65 0.54 0.04 0.360
H -2.437 -0.917 -0.402 0.06 0.80 0.09 0.362
H -0.553 0.722 -0.259 -0.22 -0.01 -1.41 0.171
H 0.911 1.001 1.638 -0.24 -1.05 -0.62 0.282
H 0.777 -0.797 1.919 -0.17 0.50 -0.58 0.357
H -2.876 -4.743 -1.758 -0.10 -0.33 -1.03 -0.089
H 2.507 -1.010 0.232 -0.57 0.58 0.08 0.369
H 2.773 2.279 -2.320 0.35 -0.11 -0.24 0.290
H 3.205 3.169 -1.139 2.46 1.33 1.93 0.336
H -2.946 -4.974 -2.494 0.10 0.33 1.03 0.090
H -0.827 1.952 1.555 -1.70 -2.68 -0.16 0.287
H -2.366 1.252 1.250 1.10 -0.33 0.26 0.276
```
Positions in Å, forces in eV/Å.

***

# 4
Computed, not measured: C83H89N2O6P2Pd as an isolated structure at a distorted geometry, with ωB97M-V/def2-TZVPD.

Gap between HOMO and LUMO ... 2.5 eV
E_HOMO ... -6.264 eV
Spin multiplicity ... 1
E_tot ... -4586.28671 Ha
Charge ... +1
F_max ... 9.012 eV Å⁻¹

```
183
Properties=species:S:1:pos:R:3:forces:R:3:mulliken_charge:R:1
C 1.063 2.248 1.751 2.32 -1.13 -2.97 -1.753
C 1.454 0.841 2.366 -0.46 0.57 -0.43 3.895
C 0.393 -0.208 1.954 0.15 0.07 0.07 -2.715
C 2.813 0.474 1.739 -0.04 -0.06 0.15 -2.074
C 1.632 0.753 3.897 0.06 0.03 -0.55 -0.123
C 1.574 -0.476 4.539 -0.01 0.01 -0.03 -0.273
C 1.750 -0.565 5.902 -0.01 -0.30 0.06 -1.746
C 1.978 0.565 6.658 0.17 0.36 0.21 -0.241
C 2.032 1.824 6.074 0.12 0.61 0.27 0.649
C 2.221 3.104 6.944 1.22 0.38 0.68 2.426
C 1.585 4.435 6.301 5.19 -6.74 2.98 2.051
C 3.723 3.335 7.176 0.16 -0.36 0.07 -1.771
C 1.555 2.868 8.317 0.00 -0.08 -0.10 -1.998
C 1.906 1.864 4.684 -0.62 0.50 -0.61 -0.934
N 1.804 3.129 4.072 2.93 4.48 0.12 0.653
C 0.555 3.781 3.235 0.17 4.94 1.34 -0.380
C -0.944 2.753 2.726 -7.60 -2.34 1.82 -1.112
C -2.100 3.464 2.046 0.29 -0.39 0.93 0.466
C -1.923 4.452 1.092 0.19 -0.05 0.01 0.044
C -3.011 5.130 0.574 0.02 0.00 -0.22 -0.665
C -4.288 4.824 0.998 -0.14 0.16 -0.15 -0.752
C -4.478 3.824 1.926 -0.30 -0.20 0.09 -0.887
C -3.394 3.139 2.429 -0.31 0.04 -0.22 -0.363
N 0.641 5.282 3.319 2.39 -3.34 1.84 1.384
C -0.579 6.000 3.413 -0.48 0.30 0.16 -0.625
C -1.553 5.560 4.343 0.70 -0.11 -0.08 0.173
C -1.330 4.332 5.254 0.51 -0.48 -0.25 2.798
C -2.675 3.751 5.748 0.15 0.22 0.21 -2.285
C -0.500 4.757 6.552 -5.90 5.40 1.98 -1.099
C -0.576 3.171 4.505 -1.25 1.38 1.47 -1.521
C -2.736 6.271 4.436 -0.12 -0.25 0.14 -0.297
C -2.982 7.364 3.636 -0.12 0.13 -0.01 -1.845
C -2.042 7.775 2.723 -0.05 0.08 0.05 -0.203
C -0.839 7.110 2.568 0.90 -0.58 0.09 0.792
C 0.115 7.648 1.478 0.38 -0.13 -0.20 2.135
C -0.608 7.728 0.119 -0.05 0.02 0.19 -1.739
C 1.367 6.783 1.253 -0.05 0.12 -0.16 -1.733
C 0.577 9.061 1.870 -0.13 -0.08 0.05 -1.839
C 1.781 5.579 4.285 -2.76 0.66 -2.38 -1.463
C 2.706 4.224 4.420 0.41 -0.71 -2.48 -0.829
H 1.975 2.846 1.689 0.43 -0.22 -0.38 0.528
H 0.723 2.106 0.724 0.18 -0.57 -0.53 0.263
H 0.225 3.066 2.207 3.59 -2.28 -2.63 -1.087
H 0.828 -1.205 1.899 0.06 -0.19 -0.05 0.496
H -0.423 -0.264 2.677 -0.06 0.00 -0.06 0.481
H -0.030 0.027 0.979 0.01 0.06 -0.07 0.426
H 3.135 -0.524 2.032 0.04 -0.24 0.12 0.363
H 2.759 0.511 0.653 -0.08 0.05 -0.12 0.412
H 3.584 1.175 2.061 -0.03 0.06 -0.02 0.431
H 1.382 -1.374 3.979 -0.05 -0.16 -0.13 0.532
H 1.682 -1.527 6.387 0.05 -0.11 0.07 0.416
H 2.106 0.460 7.721 -0.03 -0.04 0.20 0.357
H 0.427 3.875 6.222 5.01 -0.60 -1.97 -0.878
H 1.741 5.335 7.173 0.10 -2.16 -1.73 0.520
H 2.227 4.951 5.342 -0.35 -0.73 1.88 -0.271
H 4.165 2.503 7.726 0.03 -0.03 0.13 0.478
H 4.262 3.421 6.234 -0.09 0.04 -0.01 0.297
H 3.893 4.249 7.746 -0.04 0.08 0.08 0.413
H 2.105 2.136 8.910 0.02 0.03 -0.02 0.571
H 1.513 3.783 8.906 0.07 0.13 -0.01 0.348
H 0.539 2.491 8.202 -0.09 -0.02 0.04 0.460
H -0.933 1.667 2.488 0.13 0.90 1.07 0.947
H -0.927 4.699 0.775 0.30 0.13 -0.06 0.513
H -2.871 5.911 -0.155 0.08 0.10 -0.11 0.348
H -5.135 5.357 0.597 -0.12 0.14 -0.04 0.447
H -5.472 3.584 2.267 -0.18 -0.09 0.02 0.440
H -3.551 2.336 3.129 -0.02 -0.13 0.19 0.612
H -3.368 3.600 4.922 0.05 0.05 -0.05 0.489
H -2.525 2.788 6.237 0.16 -0.06 0.05 0.363
H -3.158 4.407 6.474 0.05 0.00 0.01 0.558
H 0.639 5.196 6.552 -6.44 2.39 0.53 -0.558
H -1.053 5.659 6.889 -1.04 -0.05 0.20 0.554
H -0.705 4.081 7.409 0.58 0.03 -0.35 0.432
H 0.704 3.542 4.515 -0.22 -0.80 2.51 -1.709
H -0.377 2.277 5.144 -0.10 0.51 -0.44 1.448
H -1.553 2.465 3.903 0.10 0.55 -1.54 0.129
H -3.493 5.968 5.137 -0.15 -0.07 0.10 0.410
H -3.922 7.884 3.711 -0.15 0.12 0.07 0.414
H -2.251 8.637 2.115 -0.06 0.15 -0.16 0.480
H -1.533 8.298 0.173 -0.06 0.02 -0.02 0.312
H 0.033 8.208 -0.621 0.11 0.05 0.03 0.530
H -0.840 6.733 -0.253 -0.03 -0.10 -0.03 0.258
H 2.024 6.820 2.117 0.07 -0.08 -0.12 0.218
H 1.101 5.745 1.062 0.13 0.06 -0.03 0.281
H 1.940 7.141 0.394 -0.14 0.25 -0.07 0.490
H 1.060 9.054 2.845 0.04 -0.01 0.11 0.366
H 1.290 9.451 1.143 0.04 -0.05 -0.09 0.448
H -0.262 9.753 1.913 -0.07 0.08 0.05 0.356
H 2.297 6.522 4.128 0.26 -0.03 -0.32 0.501
H 3.697 4.273 3.957 -0.14 -0.44 -0.44 0.229
C -0.483 -6.748 -6.810 -0.15 -0.20 -0.05 -0.832
C -0.211 -5.686 -7.651 -0.15 -0.23 -0.02 -0.887
C 0.624 -4.675 -7.240 0.97 0.69 0.86 -0.163
C 1.214 -4.710 -5.963 -0.82 -1.45 -0.51 -0.599
O 2.085 -3.707 -5.498 0.31 0.85 -1.66 -0.352
P 1.274 -2.321 -5.199 -3.82 -1.76 3.77 0.370
O 2.251 -1.160 -4.582 1.19 -1.72 -1.61 -0.120
C 3.599 -1.509 -4.802 2.70 0.06 -0.33 -0.054
C 4.399 -0.751 -5.677 -1.46 -0.24 0.55 -0.361
C 5.699 -1.117 -5.935 0.29 -0.14 0.02 -0.604
C 6.243 -2.232 -5.326 0.24 -0.02 -0.05 -0.443
C 5.485 -2.983 -4.449 0.21 0.03 -0.05 -0.857
C 4.184 -2.630 -4.183 -1.17 0.95 0.01 0.008
O 0.359 -1.857 -6.467 1.87 1.02 -0.15 -0.264
C 0.587 -0.527 -6.835 -0.03 1.97 -1.47 0.470
C 0.696 -0.207 -8.199 -0.06 -1.06 0.99 -0.630
C 0.913 1.088 -8.607 0.01 0.28 -0.03 -0.614
C 1.006 2.104 -7.676 0.04 0.29 -0.13 -0.665
C 0.883 1.822 -6.329 0.03 0.18 -0.15 -1.260
C 0.681 0.528 -5.911 -0.49 -1.20 -0.12 0.243
Pd 0.133 -2.857 -3.158 0.23 -0.28 -0.89 1.241
P -0.364 -4.985 -2.122 1.16 5.17 -3.50 0.339
O -1.262 -5.921 -3.118 1.15 -0.92 2.04 0.005
C -1.321 -7.243 -2.669 -0.94 -2.60 0.40 0.051
C -2.511 -7.981 -2.804 0.52 1.23 -0.21 -0.615
C -2.605 -9.267 -2.323 0.05 -0.11 0.02 -0.615
C -1.515 -9.872 -1.727 0.06 -0.31 0.21 -0.628
C -0.322 -9.188 -1.622 -0.31 -0.32 0.05 -1.028
C -0.224 -7.900 -2.089 -0.15 0.94 -0.73 -0.161
O 1.138 -5.541 -1.750 -0.99 -0.19 1.83 -0.047
C 1.342 -5.636 -0.359 1.03 -0.75 2.17 -0.154
C 1.793 -6.842 0.217 -0.45 0.61 -1.26 -0.692
C 1.950 -6.968 1.577 0.05 0.05 0.27 -0.848
C 1.704 -5.896 2.410 0.00 -0.06 0.28 -0.555
C 1.307 -4.688 1.874 0.07 -0.07 0.16 -0.899
C 1.134 -4.556 0.516 0.19 -0.28 -1.31 0.940
O -1.215 -4.509 -0.799 -0.91 -2.40 -0.57 0.071
C -2.432 -5.216 -0.707 -2.02 -1.00 0.92 -0.263
C -2.642 -6.154 0.322 0.99 0.93 -0.68 -0.528
C -3.803 -6.891 0.375 -0.27 -0.07 -0.04 -0.702
C -4.792 -6.707 -0.572 -0.20 -0.15 0.03 -0.435
C -4.623 -5.774 -1.576 -0.18 -0.10 0.11 -0.879
C -3.466 -5.038 -1.646 1.28 0.52 0.59 0.684
C -1.813 -1.806 -3.176 1.56 -0.26 0.86 -0.315
C -2.483 -1.465 -4.401 -0.38 0.35 -1.01 0.207
C -3.256 -2.439 -5.066 0.55 0.31 0.54 0.029
C -3.858 -2.161 -6.268 -0.12 -0.08 -0.23 -0.996
C -3.731 -0.905 -6.836 0.01 -0.03 -0.04 -0.438
C -2.997 0.078 -6.193 -0.07 0.14 -0.17 -0.949
C -2.378 -0.191 -4.996 0.03 -0.59 0.53 -0.122
C -0.773 -1.032 -2.542 -1.00 1.20 -0.06 0.054
C -0.092 -1.489 -1.427 -0.43 -0.89 0.29 -1.251
C 0.928 -5.804 -5.129 0.68 1.36 -0.22 -0.049
C 0.088 -6.803 -5.555 -0.16 -0.20 -0.25 -0.412
H -1.150 -7.533 -7.130 -0.07 -0.11 -0.06 0.460
H -0.655 -5.654 -8.633 -0.03 0.07 -0.14 0.444
H 0.837 -3.840 -7.883 0.04 0.11 -0.19 0.556
H 3.957 0.099 -6.165 -0.11 0.30 -0.13 0.485
H 6.294 -0.539 -6.622 0.04 0.13 -0.08 0.414
H 7.261 -2.518 -5.536 0.13 -0.03 -0.03 0.392
H 5.911 -3.854 -3.979 0.02 -0.11 0.09 0.432
H 3.575 -3.228 -3.528 -0.06 -0.15 0.27 0.507
H 0.629 -1.006 -8.915 -0.04 -0.21 -0.23 0.416
H 1.016 1.311 -9.657 -0.02 -0.02 -0.15 0.437
H 1.172 3.118 -8.000 0.03 0.13 -0.05 0.447
H 0.946 2.617 -5.605 0.02 0.07 0.14 0.513
H 0.597 0.301 -4.864 -0.10 0.18 0.19 0.514
H -3.359 -7.504 -3.261 -0.21 0.08 -0.14 0.528
H -3.536 -9.803 -2.398 -0.16 -0.03 -0.10 0.432
H -1.592 -10.879 -1.350 -0.04 -0.13 0.04 0.407
H 0.536 -9.665 -1.176 0.16 -0.04 0.03 0.440
H 0.712 -7.382 -2.054 0.05 -0.44 -0.07 1.203
H 2.001 -7.680 -0.422 0.09 -0.23 -0.16 0.650
H 2.262 -7.910 1.999 0.10 -0.13 -0.03 0.431
H 1.830 -5.999 3.476 0.01 -0.01 0.12 0.446
H 1.129 -3.847 2.523 -0.03 0.18 0.03 0.614
H 0.829 -3.615 0.100 0.00 0.33 0.01 0.125
H -1.858 -6.311 1.040 0.24 -0.03 0.24 0.501
H -3.940 -7.626 1.152 0.05 -0.07 0.15 0.438
H -5.689 -7.305 -0.542 -0.13 -0.05 0.05 0.440
H -5.389 -5.641 -2.323 -0.11 0.08 -0.11 0.446
H -3.312 -4.353 -2.458 -0.07 0.25 -0.24 0.139
H -2.182 -2.690 -2.653 -0.25 0.54 0.16 0.567
H -3.330 -3.424 -4.640 -0.05 -0.29 0.13 0.193
H -4.419 -2.930 -6.776 -0.09 -0.07 -0.04 0.457
H -4.201 -0.694 -7.783 -0.08 0.05 -0.11 0.433
H -2.911 1.058 -6.635 0.04 0.12 -0.03 0.417
H -1.826 0.583 -4.496 0.11 0.21 0.08 0.648
H -0.475 -0.081 -2.992 -0.12 -0.35 0.15 0.377
H -0.459 -2.347 -0.865 -0.35 0.77 0.34 0.220
H 0.747 -0.936 -1.010 -0.08 -0.18 -0.27 0.427
H 1.333 -5.807 -4.133 0.30 -0.10 0.10 0.863
H -0.154 -7.613 -4.889 0.06 -0.20 0.04 0.648
```
Positions in Å, forces in eV/Å.

***

# 5
Computed, not measured: a 2-piece molecular cluster, C3H7N2O2 overall at a distorted geometry, with ωB97M-V/def2-TZVPD.

Gap between HOMO and LUMO ... 9.1 eV
E_HOMO ... -14.000 eV
Spin multiplicity ... 1
E_tot ... -378.08810 Ha
Charge ... +1
F_max ... 10.885 eV Å⁻¹

```
14
Properties=species:S:1:pos:R:3:forces:R:3:mulliken_charge:R:1
C 1.953 0.447 -0.365 0.13 0.82 -0.51 0.338
C -1.112 0.544 0.945 0.23 -2.17 -0.06 -0.985
C -2.001 0.298 -0.193 2.81 1.31 -1.61 0.334
N 2.665 -0.284 0.108 7.86 -6.87 3.08 0.110
N -1.926 -0.795 -0.879 -1.90 0.05 -0.26 -0.239
O 1.085 1.168 -0.463 -4.17 4.32 -2.45 -0.500
O 3.856 -1.087 0.346 -0.76 2.52 -1.95 -0.327
H -1.781 1.146 1.502 0.18 0.71 1.85 0.322
H -0.720 -0.432 1.375 -1.12 1.03 0.09 0.365
H -2.466 1.237 -0.665 -0.11 -1.91 0.76 0.332
H -0.115 0.997 0.705 -1.50 0.53 -0.22 0.317
H -2.609 -0.931 -1.617 0.27 0.01 -0.32 0.285
H -1.456 -1.652 -0.601 0.20 0.36 0.40 0.264
H 4.628 -0.657 -0.197 -2.13 -0.72 1.20 0.384
```
Positions in Å, forces in eV/Å.

***

# 6
Computed, not measured: C5H14N2 in the gas phase at a distorted geometry, with ωB97M-V/def2-TZVPD.

Gap between HOMO and LUMO ... 9.3 eV
E_HOMO ... -8.242 eV
Spin multiplicity ... 1
E_tot ... -308.30943 Ha
Structure (SMILES) ... CNC[C@H](C)NC
F_max ... 4.825 eV Å⁻¹

```
21
Properties=species:S:1:pos:R:3:forces:R:3:mulliken_charge:R:1
C 1.344 -1.555 -1.823 -0.53 -3.61 0.53 -0.924
N 0.698 -1.174 -0.551 1.24 0.53 -2.12 -0.254
C -0.570 -0.429 -0.599 -0.19 1.39 -0.02 -0.519
C -0.671 0.195 0.815 -3.18 -0.65 -0.33 -0.016
C -2.084 -0.001 1.523 0.98 1.66 0.54 -1.339
N -0.077 1.491 0.997 0.42 0.79 -0.01 -0.428
C 1.269 1.791 0.355 -1.19 0.43 0.40 -0.859
H 2.108 -0.923 -2.190 0.59 1.04 -0.22 0.252
H 0.615 -1.793 -2.610 0.03 0.46 -0.09 0.330
H 1.852 -2.630 -1.690 -0.81 2.32 -0.04 0.269
H 0.696 -2.035 -0.035 -0.88 0.16 0.67 0.214
H -0.584 0.621 -1.048 0.69 -1.93 -1.28 0.221
H -1.399 -1.063 -0.985 0.16 0.64 0.40 0.416
H 0.037 -0.369 1.215 2.39 -2.93 3.00 0.478
H -2.314 -0.980 1.990 0.34 0.12 -1.13 0.348
H -2.937 0.396 0.888 0.96 -0.56 0.85 0.306
H -1.960 0.605 2.454 -0.56 0.07 -0.73 0.381
H -0.783 2.207 0.923 0.39 0.50 -0.37 0.252
H 1.085 2.245 -0.600 -0.05 0.89 -0.54 0.325
H 1.894 2.511 0.979 -0.79 -1.29 -0.66 0.280
H 1.779 0.889 -0.007 -0.01 -0.03 1.16 0.265
```
Positions in Å, forces in eV/Å.

***

Among the records above, which one has the lowest E_tot?
C83H89N2O6P2Pd

***

The highest F_max belongs to which entry?
C3H7N2O2